Entry 1:
A structure of composition C8H22AgN6O14 in a non-equilibrium geometry. Source: the OMol25 dataset; level of theory: the ωB97M-V functional and the def2-TZVPD basis.

Calculated values
Charge: -2
Max |F| (eV/Å): 2.18
Spin multiplicity: 2
HOMO-LUMO gap (spin up / spin down) (eV): 6.40 / 3.85

Last column: Löwdin spin population.
Cartesian coordinates (Å):
Ag 0.23351 -0.71231 -1.11511  0.0070
N -1.58211 1.03723 -3.70166  -0.0001
O -1.41607 0.48311 -4.79588  0.0016
O -2.30073 2.06088 -3.60364  0.0005
O -1.00969 0.58972 -2.68023  0.0002
N 1.49059 -1.93794 -3.98189  -0.0353
O 1.60636 -1.20209 -3.02554  0.1797
O 0.98910 -1.66615 -5.04683  0.2346
O 1.90418 -3.12242 -3.84828  0.6080
N 2.18804 -3.40318 0.03152  -0.0004
O 1.38290 -2.44349 0.03586  -0.0001
O 1.92210 -4.39248 -0.68968  0.0028
O 3.24948 -3.38300 0.66552  0.0002
N -2.11501 -3.19786 -2.28446  -0.0001
O -1.33315 -2.38835 -1.72978  0.0007
O -1.99181 -3.47577 -3.48385  0.0000
O -2.98097 -3.76621 -1.57529  0.0004
C 3.17995 2.91495 -0.20058  0.0000
C 1.85026 2.12645 -0.22227  0.0000
C 0.69351 2.98214 -0.66011  0.0000
O -0.49888 2.34799 -0.26279  0.0000
C -1.65831 3.12187 -0.56252  0.0000
N 2.03822 0.90896 -1.04073  0.0000
H 3.59481 3.09126 -1.19754  0.0000
H 3.96546 2.38803 0.35181  0.0000
H 3.16365 3.87977 0.32074  0.0000
H 1.74352 1.84137 0.82515  0.0000
H 0.60718 3.24026 -1.72974  0.0000
H 0.73990 4.02542 -0.29444  0.0000
H -1.41104 4.19137 -0.57179  0.0000
H -2.36324 2.92543 0.24494  0.0000
H -2.00729 2.82936 -1.55829  0.0000
H 2.83323 0.48359 -0.55806  0.0000
H 2.50603 1.20727 -1.89728  -0.0002
C 0.51774 -0.67097 2.45960  0.0000
C -0.81740 -1.10457 1.84444  0.0000
C -1.94447 -0.98334 2.85393  0.0000
O -1.65084 -1.73201 4.03787  0.0000
C -1.86053 -0.99026 5.20577  0.0000
N -1.16133 -0.40789 0.59989  0.0004
H 1.07845 -1.57548 2.69292  0.0000
H 0.44361 0.04717 3.28060  0.0000
H 1.21363 -0.22088 1.74484  0.0000
H -0.67995 -2.17473 1.68075  0.0000
H -2.91880 -1.32487 2.47693  0.0000
H -2.18888 0.06683 3.08248  0.0000
H -1.48366 0.03811 5.19059  0.0000
H -1.46524 -1.48971 6.09138  0.0000
H -2.95226 -0.92399 5.35917  0.0000
H -1.23863 0.56731 0.88446  0.0000
H -2.10511 -0.70590 0.35712  0.0000


Entry 2:
A cluster of 2 separate species, C7H15NSi in total in a non-equilibrium geometry. Source: the OMol25 dataset; level of theory: the ωB97M-V functional and the def2-TZVPD basis.

Calculated values
Charge: 0
Max |F| (eV/Å): 3.73
HOMO-LUMO gap (spin up / spin down) (eV): 8.11 / 7.62

Last column: natural (NBO) charge in e.
Cartesian coordinates (Å):
C 1.37638 0.70645 1.55371  -0.7629
C 2.63827 0.73609 -2.21280  0.0571
C 0.82849 1.60046 -0.77267  0.2899
C 2.46599 -0.06664 -3.48113  -0.6607
C -3.05500 0.58215 2.03846  -0.5943
C -0.34532 -1.02548 -0.32177  -1.0315
C -1.65302 0.82800 1.46433  -0.8431
N 1.64632 1.06949 -1.45795  -0.5467
Si -0.16175 -0.36566 1.61482  1.2678
H 2.38076 0.42407 1.22053  0.1886
H 1.35093 1.69677 2.07128  0.1987
H 3.62953 0.98809 -1.83470  0.1925
H 2.93361 0.38735 -4.29781  0.2256
H 1.41217 -0.18334 -3.79945  0.2327
H 2.99803 -0.95896 -3.30774  0.2268
H -3.48380 1.59328 2.15918  0.2024
H -3.65316 -0.12599 1.37376  0.1956
H -3.00035 0.05941 2.97770  0.2016
H -1.06909 -0.39536 -0.79916  0.2230
H 0.57224 -0.96916 -0.90896  0.2162
H -0.49594 -2.16817 -0.29141  0.2224
H -1.64023 1.80916 1.98644  0.2356
H -1.67829 1.01824 0.38585  0.2344
H -0.06973 -1.40139 2.67117  -0.1716


Entry 3:
The molecule C5H6O2. Source: the OMol25 dataset; level of theory: the ωB97M-V functional and the def2-TZVPD basis.

Calculated values
Charge: 0
Max |F| (eV/Å): 0.57
SMILES: C#C[C@@H](C)OC=O
HOMO-LUMO gap (eV): 11.16

Last column: natural (NBO) charge in e.
Cartesian coordinates (Å):
C 1.11791 -1.26350 -0.56105  -0.6021
C 0.54198 -0.14408 0.29351  0.0212
O 0.67345 1.05760 -0.48577  -0.5008
C -0.24750 2.03821 -0.42439  0.6399
O -0.11423 3.06320 -1.03148  -0.5502
C -0.83790 -0.43429 0.70744  -0.0539
C -1.96803 -0.65873 1.05183  -0.2054
H 0.49645 -1.40397 -1.44978  0.2228
H 1.14238 -2.19644 0.00903  0.2212
H 2.13179 -0.99680 -0.86967  0.2280
H 1.15210 -0.01186 1.19521  0.2110
H -1.11569 1.79529 0.20692  0.1220
H -2.97269 -0.84464 1.35818  0.2463